# 1
{
  "formula": "C56H39ClFNO17",
  "method": "ωB97M-V/def2-TZVPD",
  "smiles": "CNCC1=C(CC(=O)Cl)C(=O)c2ccc(F)cc2C1=O.O=C1C=CC(=O)C=C1.O=C1C=CC(=O)C=C1.O=C1C=CC(=O)C=C1.O=C1C=CC(=O)C=C1.O=C1C=CC(=O)C=C1.O=C1C=CC(=O)C=C1.O=C1C=CC(=O)C=C1",
  "charge": 0,
  "orbital_gap_ev": 7.4,
  "e_lumo_ev": -1.76,
  "species": ["C", "N", "C", "C", "C", "C", "C", "O", "Cl", "C", "O", "C", "C", "C", "C", "F", "C", "C", "C", "O", "H", "H", "H", "H", "H", "H", "H", "H", "H", "H", "H", "O", "C", "C", "C", "C", "O", "C", "C", "H", "H", "H", "H", "O", "C", "C", "C", "C", "O", "C", "C", "H", "H", "H", "H", "O", "C", "C", "C", "C", "O", "C", "C", "H", "H", "H", "H", "O", "C", "C", "C", "C", "O", "C", "C", "H", "H", "H", "H", "O", "C", "C", "C", "C", "O", "C", "C", "H", "H", "H", "H", "O", "C", "C", "C", "C", "O", "C", "C", "H", "H", "H", "H", "O", "C", "C", "C", "C", "O", "C", "C", "H", "H", "H", "H"],
  "positions_angstrom": [[2.24, -2.63, 1.94], [2.04, -2.44, 0.49], [2.02, -1.04, 0.09], [0.65, -0.30, 0.39], [0.57, 0.94, 0.97], [1.84, 1.73, 1.46], [1.56, 2.69, 2.67], [0.97, 3.71, 2.64], [2.29, 2.19, 4.28], [-0.86, 1.54, 1.14], [-1.15, 2.70, 0.98], [-1.99, 0.51, 1.49], [-3.12, 0.88, 2.38], [-4.15, -0.11, 2.63], [-4.04, -1.44, 2.03], [-5.04, -2.34, 2.35], [-2.94, -1.85, 1.14], [-1.89, -0.83, 0.87], [-0.63, -1.10, -0.05], [-0.62, -1.84, -1.01], [1.53, -2.06, 2.59], [3.29, -2.32, 2.20], [2.20, -3.74, 2.14], [1.25, -2.97, 0.13], [2.13, -1.01, -1.04], [2.92, -0.50, 0.49], [2.67, 1.04, 1.78], [2.26, 2.30, 0.58], [-3.11, 1.92, 2.78], [-4.99, 0.19, 3.30], [-2.92, -2.87, 0.70], [-2.28, -6.26, -3.89], [-1.50, -6.25, -2.95], [-0.89, -4.98, -2.49], [-0.04, -4.97, -1.47], [0.34, -6.20, -0.75], [1.12, -6.18, 0.18], [-0.28, -7.47, -1.21], [-1.13, -7.49, -2.23], [-1.17, -4.08, -3.02], [0.42, -4.05, -1.12], [0.00, -8.37, -0.68], [-1.59, -8.40, -2.59], [-7.76, 5.91, -0.59], [-7.24, 5.12, 0.18], [-7.43, 3.66, 0.03], [-6.86, 2.80, 0.87], [-6.01, 3.26, 1.99], [-5.49, 2.47, 2.75], [-5.82, 4.72, 2.14], [-6.39, 5.58, 1.30], [-8.06, 3.34, -0.80], [-6.99, 1.73, 0.77], [-5.20, 5.04, 2.96], [-6.26, 6.65, 1.39], [5.44, -9.18, 1.30], [5.38, -7.98, 1.14], [6.60, -7.14, 1.24], [6.54, -5.82, 1.07], [5.26, -5.14, 0.76], [5.21, -3.94, 0.60], [4.04, -5.99, 0.65], [4.11, -7.30, 0.83], [7.52, -7.65, 1.47], [7.41, -5.19, 1.14], [3.12, -5.48, 0.43], [3.23, -7.94, 0.75], [-1.58, 8.17, 1.10], [-0.79, 8.19, 2.02], [-0.16, 9.45, 2.47], [0.71, 9.47, 3.47], [1.10, 8.23, 4.18], [1.90, 8.25, 5.10], [0.47, 6.97, 3.73], [-0.40, 6.95, 2.73], [-0.46, 10.35, 1.94], [1.18, 10.39, 3.81], [0.77, 6.07, 4.26], [-0.87, 6.03, 2.39], [-5.70, -0.39, -5.03], [-5.18, -1.17, -4.26], [-5.37, -2.63, -4.39], [-4.80, -3.49, -3.55], [-3.94, -3.01, -2.44], [-3.43, -3.80, -1.66], [-3.74, -1.55, -2.31], [-4.31, -0.70, -3.15], [-6.01, -2.96, -5.21], [-4.94, -4.56, -3.62], [-3.11, -1.23, -1.49], [-4.18, 0.37, -3.07], [1.36, -7.11, -4.04], [1.41, -7.14, -5.26], [2.24, -8.13, -5.97], [2.29, -8.16, -7.30], [1.53, -7.20, -8.12], [1.58, -7.22, -9.33], [0.70, -6.20, -7.41], [0.64, -6.17, -6.08], [2.79, -8.83, -5.35], [2.90, -8.88, -7.84], [0.15, -5.50, -8.02], [0.04, -5.45, -5.54], [6.89, 11.27, 4.93], [6.14, 10.87, 4.07], [4.90, 10.12, 4.41], [4.07, 9.69, 3.47], [4.35, 9.93, 2.03], [3.59, 9.53, 1.17], [5.58, 10.68, 1.69], [6.41, 11.11, 2.64], [4.72, 9.96, 5.47], [3.17, 9.14, 3.70], [5.76, 10.84, 0.64], [7.31, 11.66, 2.40]]
}

***

# 2
{
  "formula": "C56H41BrF4N15O2SZr",
  "method": "ωB97M-V/def2-TZVPD",
  "charge": 3,
  "orbital_gap_ev": [3.4, 3.3],
  "e_lumo_ev": [-9.60, -9.63],
  "species": ["Zr", "Br", "C", "C", "C", "C", "O", "C", "C", "N", "C", "C", "C", "C", "C", "C", "C", "C", "N", "C", "C", "H", "H", "H", "H", "H", "H", "H", "H", "H", "H", "C", "O", "C", "C", "C", "C", "C", "C", "C", "N", "C", "C", "N", "C", "C", "C", "C", "N", "C", "C", "N", "C", "C", "C", "C", "H", "H", "H", "H", "H", "H", "H", "H", "H", "H", "H", "H", "H", "H", "N", "C", "N", "S", "H", "H", "H", "H", "C", "C", "N", "C", "N", "C", "C", "C", "N", "C", "H", "H", "H", "H", "H", "H", "H", "H", "H", "H", "H", "H", "H", "F", "C", "C", "F", "C", "C", "C", "F", "C", "C", "C", "N", "C", "N", "F", "C", "C", "N", "C", "N"],
  "positions_angstrom": [[0.36, -1.18, -0.94], [7.24, -3.15, 1.73], [5.46, -2.94, 1.10], [4.56, -4.01, 1.17], [3.28, -3.85, 0.70], [2.83, -2.62, 0.17], [1.59, -2.51, -0.27], [3.76, -1.54, 0.10], [3.44, -0.33, -0.60], [2.27, -0.08, -1.09], [2.11, 0.92, -2.06], [2.50, 2.23, -2.00], [2.39, 3.05, -3.14], [1.96, 2.55, -4.34], [1.55, 1.20, -4.44], [1.17, 0.57, -5.64], [0.82, -0.76, -5.62], [0.78, -1.44, -4.40], [1.10, -0.89, -3.24], [1.55, 0.40, -3.27], [5.07, -1.73, 0.56], [4.88, -4.95, 1.59], [2.58, -4.68, 0.73], [4.28, 0.33, -0.83], [2.91, 2.63, -1.09], [2.69, 4.09, -3.07], [1.95, 3.16, -5.23], [1.18, 1.14, -6.56], [0.58, -1.29, -6.53], [0.47, -2.48, -4.38], [5.78, -0.93, 0.49], [-4.30, 11.55, 2.51], [-3.61, 10.56, 3.25], [-3.22, 9.43, 2.70], [-3.43, 9.07, 1.35], [-2.97, 7.87, 0.88], [-2.29, 6.96, 1.71], [-2.10, 7.32, 3.06], [-2.56, 8.51, 3.55], [-1.83, 5.68, 1.26], [-1.18, 4.80, 2.01], [-0.97, 3.72, 1.23], [-1.49, 3.94, -0.06], [-2.02, 5.19, -0.01], [-1.46, 2.96, -1.07], [-2.01, 3.10, -2.36], [-1.98, 2.03, -3.22], [-1.40, 0.83, -2.80], [-0.84, 0.67, -1.61], [-0.85, 1.71, -0.74], [-0.25, 1.50, 0.56], [0.36, 0.31, 0.78], [0.89, 0.08, 1.97], [0.84, 1.00, 3.02], [0.23, 2.22, 2.81], [-0.33, 2.50, 1.56], [-4.54, 12.34, 3.22], [-5.24, 11.15, 2.10], [-3.68, 11.95, 1.70], [-3.95, 9.74, 0.69], [-3.15, 7.64, -0.16], [-1.60, 6.62, 3.71], [-2.44, 8.80, 4.58], [-2.48, 5.69, -0.76], [-2.46, 4.03, -2.66], [-2.41, 2.10, -4.20], [-1.39, -0.03, -3.46], [1.38, -0.88, 2.10], [1.28, 0.76, 3.97], [0.17, 2.97, 3.58], [5.82, 2.87, 2.14], [4.52, 3.18, 2.16], [4.12, 4.26, 2.82], [3.40, 2.21, 1.35], [6.51, 3.42, 2.62], [6.13, 2.03, 1.67], [4.76, 4.84, 3.33], [3.15, 4.53, 2.81], [0.20, -5.63, -4.12], [1.05, -5.17, -2.95], [0.51, -3.91, -2.45], [-0.82, -3.59, -2.50], [-1.14, -2.42, -1.96], [-2.58, -2.16, -1.86], [-3.27, -2.53, -3.17], [-3.06, -4.02, -3.39], [-1.67, -4.39, -3.15], [-1.25, -5.69, -3.66], [0.52, -6.62, -4.46], [0.30, -4.94, -4.96], [2.09, -5.00, -3.24], [1.03, -5.93, -2.16], [1.01, -3.50, -1.67], [-2.75, -1.11, -1.60], [-3.01, -2.77, -1.05], [-2.81, -1.96, -3.99], [-4.33, -2.31, -3.14], [-3.31, -4.29, -4.42], [-3.71, -4.60, -2.72], [-1.90, -5.96, -4.48], [-1.36, -6.44, -2.87], [-3.57, -4.63, 4.47], [-2.38, -5.08, 4.09], [-1.84, -6.18, 4.70], [-2.52, -6.78, 5.66], [-0.54, -6.69, 4.36], [0.11, -6.01, 3.27], [-0.45, -4.93, 2.65], [0.20, -4.33, 1.62], [-1.70, -4.38, 3.05], [-2.22, -3.22, 2.45], [-1.54, -2.52, 1.48], [-1.04, -1.88, 0.65], [-3.46, -2.60, 2.78], [-4.43, -2.04, 2.97], [1.30, -6.44, 2.84], [0.04, -7.75, 5.06], [-0.60, -8.42, 6.13], [-1.07, -8.99, 7.00], [1.34, -8.22, 4.81], [2.40, -8.62, 4.65]]
}

***

# 3
{
  "formula": "C56H42As2BrCrN2S2",
  "method": "ωB97M-V/def2-TZVPD",
  "charge": 2,
  "multiplicity": 2,
  "orbital_gap_ev": [6.3, 6.7],
  "e_lumo_ev": [-6.14, -5.70],
  "s_squared": 0.7805,
  "e_above_lowest_ev": 0.0000,
  "species": ["Cr", "S", "C", "C", "C", "C", "C", "C", "N", "C", "C", "C", "C", "C", "C", "C", "C", "N", "C", "C", "C", "C", "C", "S", "C", "H", "H", "H", "H", "H", "H", "H", "H", "H", "H", "H", "H", "Br", "C", "C", "C", "C", "C", "C", "C", "C", "C", "C", "H", "H", "H", "H", "H", "H", "C", "C", "As", "C", "C", "C", "C", "C", "C", "C", "C", "C", "C", "C", "C", "As", "C", "C", "C", "C", "C", "C", "C", "C", "C", "C", "C", "C", "H", "H", "H", "H", "H", "H", "H", "H", "H", "H", "H", "H", "H", "H", "H", "H", "H", "H", "H", "H", "H", "H", "H", "H"],
  "positions_angstrom": [[-0.07, 0.11, 0.09], [-1.52, 3.61, 6.17], [-1.78, 2.63, 7.54], [-1.67, 1.31, 7.24], [-1.37, 1.09, 5.87], [-1.25, 2.25, 5.16], [-0.93, 2.43, 3.74], [-1.08, 1.29, 2.87], [-0.70, 1.27, 1.63], [-0.30, 2.46, 0.94], [-0.21, 3.75, 1.81], [0.36, 4.93, 1.02], [0.39, 4.55, -1.17], [0.33, 3.35, -2.07], [0.13, 3.31, -3.44], [0.00, 2.07, -4.09], [0.05, 0.90, -3.33], [0.28, 0.93, -2.02], [0.43, 2.12, -1.44], [-0.24, 1.99, -5.54], [-0.28, 0.87, -6.32], [-0.56, 1.15, -7.68], [-0.74, 2.48, -7.91], [-0.55, 3.40, -6.48], [-0.38, 3.55, 3.22], [-2.00, 3.08, 8.49], [-1.79, 0.52, 7.97], [-1.22, 0.10, 5.46], [-1.41, 0.34, 3.29], [0.40, 5.86, 1.59], [0.40, 5.45, -1.78], [0.07, 4.23, -4.00], [-0.09, -0.07, -3.78], [-0.09, -0.13, -5.96], [-0.62, 0.41, -8.46], [-0.95, 2.98, -8.84], [-0.03, 4.34, 3.89], [2.33, -0.43, 0.75], [3.03, 1.36, 0.72], [4.34, 1.63, 1.06], [4.73, 2.96, 0.99], [3.83, 3.95, 0.61], [2.51, 3.64, 0.29], [1.50, 4.71, -0.03], [-0.72, 4.73, -0.07], [-1.29, 3.53, 0.72], [0.72, 1.96, -0.02], [2.12, 2.31, 0.35], [5.04, 0.86, 1.35], [5.75, 3.23, 1.23], [4.16, 4.98, 0.56], [2.04, 5.64, -0.20], [-1.46, 5.49, -0.27], [-2.34, 3.36, 0.93], [-2.14, -2.82, -0.61], [-2.77, -1.73, -1.47], [-2.48, 0.07, -0.75], [-3.02, 1.18, -2.24], [-3.07, 2.56, -2.07], [-3.50, 3.38, -3.11], [-3.87, 2.82, -4.32], [-3.82, 1.45, -4.49], [-3.41, 0.63, -3.46], [-3.84, 0.30, 0.59], [-3.71, -0.44, 1.76], [-4.65, -0.31, 2.78], [-5.70, 0.59, 2.63], [-5.81, 1.34, 1.48], [-4.89, 1.20, 0.45], [-0.26, -2.41, -0.30], [0.61, -3.11, -1.86], [0.38, -4.42, -2.26], [0.98, -4.91, -3.41], [1.81, -4.09, -4.16], [2.05, -2.78, -3.76], [1.45, -2.29, -2.61], [0.24, -3.57, 1.15], [1.36, -4.39, 1.07], [1.72, -5.17, 2.16], [0.98, -5.12, 3.33], [-0.13, -4.29, 3.42], [-0.50, -3.51, 2.33], [-2.19, -3.79, -1.10], [-2.64, -2.92, 0.36], [-3.84, -1.89, -1.60], [-2.30, -1.74, -2.46], [-2.79, 3.01, -1.13], [-3.55, 4.45, -2.96], [-4.20, 3.46, -5.13], [-4.11, 1.01, -5.44], [-3.40, -0.44, -3.61], [-2.88, -1.13, 1.90], [-4.55, -0.90, 3.68], [-6.43, 0.70, 3.43], [-6.63, 2.04, 1.36], [-5.01, 1.78, -0.46], [-0.26, -5.07, -1.67], [0.80, -5.93, -3.72], [2.29, -4.48, -5.05], [2.72, -2.15, -4.34], [1.65, -1.27, -2.29], [1.94, -4.43, 0.15], [2.58, -5.82, 2.09], [1.26, -5.74, 4.17], [-0.71, -4.26, 4.33], [-1.37, -2.86, 2.42]]
}

***

# 4
{
  "formula": "C56H43AsCrFIN7O3Se",
  "method": "ωB97M-V/def2-TZVPD",
  "charge": 2,
  "multiplicity": 4,
  "orbital_gap_ev": [5.4, 6.5],
  "e_lumo_ev": [-4.51, -4.51],
  "s_squared": 3.8087,
  "species": ["Cr", "C", "C", "N", "C", "C", "C", "O", "O", "C", "O", "C", "C", "C", "F", "C", "C", "C", "N", "C", "C", "N", "C", "C", "H", "H", "H", "H", "H", "H", "H", "H", "H", "H", "H", "H", "H", "H", "H", "H", "H", "H", "I", "C", "C", "C", "C", "C", "C", "C", "C", "C", "C", "H", "H", "H", "H", "H", "H", "Se", "N", "C", "C", "C", "C", "C", "N", "C", "C", "N", "C", "C", "C", "C", "C", "N", "H", "H", "H", "H", "H", "H", "C", "C", "C", "C", "C", "C", "As", "C", "C", "C", "C", "C", "C", "C", "C", "C", "C", "C", "C", "H", "H", "H", "H", "H", "H", "H", "H", "H", "H", "H", "H", "H"],
  "positions_angstrom": [[-1.79, -1.91, -0.21], [0.48, 2.20, 6.07], [0.90, 0.90, 5.38], [0.35, 0.77, 4.04], [-0.74, -0.05, 3.86], [-1.35, -0.18, 2.66], [-2.46, -1.19, 2.42], [-3.59, -0.97, 2.82], [-2.04, -2.21, 1.75], [-0.85, 0.50, 1.54], [-1.58, 0.43, 0.32], [0.37, 1.22, 1.65], [1.09, 1.75, 0.56], [2.22, 2.51, 0.76], [2.81, 3.03, -0.35], [2.73, 2.77, 2.01], [2.07, 2.17, 3.10], [0.93, 1.40, 2.95], [3.87, 3.57, 2.29], [4.88, 3.78, 1.26], [6.20, 4.10, 1.94], [6.04, 5.32, 2.79], [4.94, 5.14, 3.80], [3.66, 4.78, 3.06], [0.94, 2.26, 7.05], [-0.60, 2.23, 6.19], [0.77, 3.07, 5.48], [0.54, 0.06, 5.97], [1.98, 0.82, 5.33], [-1.09, -0.59, 4.73], [0.77, 1.56, -0.45], [2.51, 2.32, 4.08], [4.61, 4.59, 0.57], [5.00, 2.87, 0.68], [6.99, 4.28, 1.21], [6.50, 3.28, 2.59], [5.80, 6.11, 2.19], [6.92, 5.55, 3.26], [4.83, 6.06, 4.38], [5.24, 4.33, 4.46], [3.37, 5.63, 2.42], [2.87, 4.63, 3.79], [-4.43, -1.28, -0.41], [-4.73, 0.58, 0.55], [-6.00, 0.73, 1.04], [-6.45, 1.99, 1.46], [-5.66, 3.08, 1.25], [-4.35, 2.94, 0.73], [-3.61, 4.10, 0.42], [-2.35, 4.00, -0.08], [-1.73, 2.75, -0.15], [-2.40, 1.60, 0.19], [-3.79, 1.64, 0.49], [-6.67, -0.12, 1.07], [-7.44, 2.09, 1.89], [-6.02, 4.07, 1.47], [-4.08, 5.07, 0.57], [-1.80, 4.88, -0.39], [-0.70, 2.70, -0.44], [2.22, -8.04, 1.30], [2.63, -6.34, 1.17], [1.55, -5.69, 0.79], [1.51, -4.26, 0.57], [2.61, -3.42, 0.64], [2.44, -2.08, 0.35], [1.18, -1.61, 0.05], [0.09, -2.38, 0.01], [0.27, -3.71, 0.23], [-0.89, -4.53, -0.01], [-1.98, -3.86, -0.47], [-3.03, -4.59, -0.85], [-3.08, -5.97, -0.74], [-1.98, -6.65, -0.24], [-0.85, -5.92, 0.12], [0.39, -6.51, 0.58], [0.55, -7.79, 0.80], [3.58, -3.84, 0.90], [3.28, -1.40, 0.35], [1.02, -0.56, -0.18], [-3.88, -4.05, -1.25], [-3.97, -6.50, -1.05], [-1.98, -7.73, -0.13], [-3.68, -2.37, -6.58], [-2.41, -2.90, -6.43], [-1.72, -2.72, -5.24], [-2.30, -2.01, -4.20], [-3.59, -1.50, -4.34], [-4.28, -1.67, -5.53], [-1.31, -1.55, -2.59], [-0.80, 0.25, -3.14], [-1.63, 1.34, -3.31], [-1.09, 2.55, -3.74], [0.28, 2.66, -3.94], [1.11, 1.56, -3.78], [0.58, 0.34, -3.40], [1.31, -0.94, -3.31], [2.67, -1.13, -3.52], [3.22, -2.40, -3.44], [2.42, -3.50, -3.14], [1.06, -3.32, -2.93], [0.51, -2.05, -3.02], [-4.22, -2.50, -7.51], [-1.96, -3.45, -7.24], [-0.72, -3.13, -5.12], [-4.06, -0.97, -3.52], [-5.27, -1.27, -5.65], [-2.69, 1.25, -3.14], [-1.74, 3.40, -3.90], [0.70, 3.61, -4.26], [2.17, 1.66, -3.98], [3.31, -0.29, -3.76], [4.28, -2.54, -3.61], [2.85, -4.49, -3.08], [0.43, -4.17, -2.69]]
}